1.
Entry from OMol25: C68H41I4N8O2S2W as an isolated structure in a non-equilibrium geometry (ωB97M-V with the def2-TZVPD basis set).

HOMO-LUMO gap (alpha / beta) (eV): 5.03 / 4.66
2S+1: 3
E_HOMO (alpha / beta) (eV): -3.47 / -4.41
Total charge: -1

```
126
C68H41I4N8O2S2W | OMol25 | ωB97M-V with the def2-TZVPD basis set
W -0.28728 -0.84872 -0.39937
I 8.81432 -0.60522 3.56983
C 6.85082 -0.72632 2.77623
C 5.90202 0.20118 3.16443
C 4.64112 0.15668 2.59463
C 4.32782 -0.80582 1.64123
C 5.29622 -1.74362 1.29243
C 6.56152 -1.70642 1.84553
C 3.03002 -0.84222 0.93163
C 2.75282 0.16998 0.02723
C 3.60492 1.31158 -0.12887
C 3.05792 2.09148 -1.08237
C 1.88302 1.40978 -1.57117
C 1.18892 1.94498 -2.62087
C 1.63792 3.18888 -3.28497
C 2.77692 3.20968 -4.09057
C 3.15532 4.36178 -4.75397
C 2.39582 5.50728 -4.59807
I 2.99552 7.28698 -5.57877
C 1.26162 5.51438 -3.80977
C 0.88162 4.35048 -3.16707
C 0.09672 1.28278 -3.33557
N -0.40268 -0.07492 -2.89027
C -0.36608 -0.89612 -4.06797
C -0.62788 -2.22822 -4.07537
C -0.39688 -2.94462 -5.35487
C 0.91782 -3.02042 -5.81267
C 1.22852 -3.66512 -6.99397
C 0.21102 -4.24762 -7.72637
I 0.67172 -5.23112 -9.54807
C -1.10138 -4.18782 -7.29677
C -1.40088 -3.53102 -6.11487
C -0.93828 -3.02042 -2.93407
C -1.47038 -4.31832 -3.03637
C -1.46578 -4.85852 -1.77617
C -0.87688 -3.90282 -0.92277
N -0.59798 -2.73582 -1.62057
C -0.39338 -4.22452 0.37243
C 0.62232 -3.47162 0.97033
C 1.39772 -3.81562 2.10603
C 2.40622 -2.89392 2.19673
C 2.21152 -1.95662 1.16123
N 1.07502 -2.26852 0.43053
C -0.87928 -5.44672 1.01913
C -0.01558 -6.42492 1.51423
C -0.50848 -7.54122 2.16363
C -1.87528 -7.69752 2.29693
I -2.62728 -9.42382 3.27723
C -2.75758 -6.75812 1.79613
C -2.25448 -5.63712 1.16813
C -0.03338 -0.07482 -5.19657
C 0.21742 1.18698 -4.81707
N 1.68402 0.22078 -0.86217
H 6.14152 0.96598 3.88943
H 3.89242 0.87808 2.88323
H 5.06082 -2.49662 0.55683
H 7.31402 -2.41722 1.53363
H 4.49572 1.49758 0.44173
H 3.40922 3.03668 -1.45507
H 3.35882 2.30738 -4.20487
H 4.02862 4.36488 -5.38897
H 0.67992 6.41608 -3.69327
H -0.00398 4.34768 -2.54857
H 1.70312 -2.56092 -5.23127
H 2.25222 -3.70402 -7.33547
H -1.88718 -4.64002 -7.88377
H -2.42738 -3.45732 -5.79107
H -1.82578 -4.78802 -3.93367
H -1.78858 -5.84132 -1.49307
H 1.22152 -4.63202 2.77713
H 3.18932 -2.84512 2.92853
H 1.04962 -6.32132 1.37143
H 0.16782 -8.28442 2.56163
H -3.82318 -6.89322 1.90553
H -2.92288 -4.87142 0.81003
H 0.00932 -0.44792 -6.20317
H 0.50162 2.01848 -5.43077
S -2.02888 -2.10312 1.14623
C -2.25068 -1.12432 2.55483
C -3.40928 -1.26472 3.31243
C -3.60888 -0.51072 4.45953
C -4.83918 -0.59062 5.13863
N -5.85908 -0.65292 5.66223
C -2.57608 0.32958 4.92473
C -1.39828 0.43208 4.18923
C -1.24998 -0.22232 2.97593
S 0.15842 0.12188 1.99633
C -2.75488 1.10138 6.08673
N -2.89338 1.75718 7.02023
H -4.17068 -1.95512 2.98413
H -0.58558 1.04368 4.54703
C -0.46138 6.20088 5.01183
C -0.28278 5.77918 3.58663
C 0.46362 6.57268 2.72903
C 0.73442 6.14608 1.44163
C 0.19352 4.96218 0.98833
C -0.63218 4.19008 1.80823
N -1.15668 3.02358 1.24853
C -2.43668 2.55298 1.30003
C -3.45188 3.28018 1.93143
C -4.71238 2.75508 2.10753
C -5.01388 1.48398 1.62653
C -4.07488 0.79258 0.90033
C -2.78538 1.31258 0.68513
C -1.89208 0.60698 -0.20217
O -2.21708 -0.43202 -0.93237
O -0.72178 1.11538 -0.56847
C -0.82768 4.57168 3.14313
C -1.51988 3.69308 4.13853
H 0.01032 7.16438 5.18543
H -0.00758 5.47138 5.68103
H -1.51618 6.26708 5.27173
H 0.85852 7.51448 3.08243
H 1.36922 6.73318 0.79443
H 0.41052 4.60378 -0.00797
H -0.55008 2.54578 0.58663
H -3.22428 4.27088 2.29033
H -5.46778 3.33898 2.61323
H -5.99088 1.06058 1.79873
H -4.31138 -0.16722 0.46733
H -1.81278 2.75178 3.69253
H -2.40998 4.16378 4.55673
H -0.84648 3.48388 4.97053
N -2.49528 1.28378 -2.91177
C -1.28118 1.02918 -2.92827
H -2.74888 2.26428 -2.99877
```

---

2.
Entry from OMol25: C68H47N4S2SbTa as an isolated structure (ωB97M-V with the def2-TZVPD basis set).

HOMO-LUMO gap (eV): 5.43
E_HOMO (eV): -9.70
Total charge: +1

```
123
C68H47N4S2SbTa | OMol25 | ωB97M-V with the def2-TZVPD basis set
Ta -0.07787 -0.54235 -1.48660
C 6.57628 0.33635 -4.77220
C 5.92989 -0.75507 -5.33744
C 4.64043 -1.07982 -4.94327
C 3.98814 -0.30360 -3.98886
C 4.63636 0.79468 -3.42768
C 5.93075 1.10721 -3.81610
C 2.60552 -0.61039 -3.54858
C 2.33710 -1.78536 -2.85492
C 3.23550 -2.86930 -2.65054
C 2.52736 -3.86611 -2.05426
C 1.21266 -3.36995 -1.82239
N 1.09473 -2.10237 -2.33043
C 0.23558 -4.03506 -1.07372
C -0.89414 -3.43026 -0.55334
C -1.87535 -4.10464 0.23868
C -2.74133 -3.17770 0.70388
C -2.34565 -1.90304 0.17475
C -3.06334 -0.69622 0.26410
C -3.87489 -0.28284 1.44165
C -4.10343 -1.09883 2.56003
C -4.78411 -0.63212 3.67027
C -5.23759 0.67742 3.72293
C -4.97285 1.52003 2.65741
C -4.28729 1.05270 1.54606
C -3.05270 0.12254 -0.88086
N -2.04207 0.17285 -1.81050
C -2.49723 0.99766 -2.84303
C -1.75922 1.46623 -3.91419
C -2.39577 2.44182 -4.84379
C -2.67229 2.07019 -6.15739
C -3.24533 2.98076 -7.03308
C -3.53563 4.26856 -6.60379
C -3.25831 4.64388 -5.29696
C -2.69116 3.73312 -4.41683
C -0.42190 1.12825 -4.15373
C 0.42135 1.75310 -5.11733
C 1.67307 1.24813 -4.94741
C 1.58943 0.27434 -3.91471
N 0.29678 0.20786 -3.43454
C -3.85053 1.37096 -2.56963
C -4.17936 0.87137 -1.35742
N -1.24294 -2.08132 -0.63955
C 0.47919 -5.47318 -0.76784
C 0.46344 -6.41115 -1.79757
C 0.70107 -7.75067 -1.52600
C 0.96736 -8.15905 -0.22596
C 0.99363 -7.22721 0.80184
C 0.74919 -5.88777 0.53367
H 7.58429 0.58362 -5.07978
H 6.42830 -1.35451 -6.08788
H 4.13064 -1.92814 -5.38656
H 4.13092 1.38990 -2.67362
H 6.43680 1.95332 -3.36896
H 4.27352 -2.88143 -2.94384
H 2.87489 -4.84730 -1.77198
H -1.91298 -5.17190 0.38589
H -3.64537 -3.36819 1.25326
H -3.70383 -2.09459 2.61456
H -4.92654 -1.28864 4.51878
H -5.74944 1.04548 4.60319
H -5.27114 2.56100 2.69647
H -4.02597 1.76725 0.78009
H -2.44482 1.06231 -6.48691
H -3.46492 2.68380 -8.05096
H -3.97763 4.98087 -7.28888
H -3.48014 5.64962 -4.96182
H -2.46677 4.02540 -3.39631
H 0.09889 2.49633 -5.82853
H 2.56998 1.48350 -5.49864
H -4.47685 1.93530 -3.24149
H -5.13148 0.93382 -0.85784
H 0.25637 -6.08893 -2.81159
H 0.67900 -8.47431 -2.33075
H 1.15574 -9.20391 -0.01461
H 1.20838 -7.54240 1.81531
H 0.77704 -5.15637 1.33351
S 0.20080 1.71897 -0.74509
C 1.85338 1.63909 -0.14133
C 2.65736 2.78061 -0.15303
C 3.91685 2.74342 0.41406
C 4.38890 1.56508 0.99469
C 3.60932 0.42496 0.99191
C 2.33556 0.44986 0.41787
S 1.30704 -0.97383 0.47768
H 2.27660 3.69481 -0.59328
H 4.53474 3.63363 0.41848
H 5.37211 1.54321 1.44829
H 3.97199 -0.49286 1.43865
C 3.82834 -0.27281 5.21980
C 3.21909 -1.26311 4.46374
C 1.95606 -1.04479 3.92461
C 1.28691 0.15942 4.13107
C 1.90405 1.13783 4.91025
C 3.16650 0.92835 5.44561
Sb -0.67967 0.39127 3.33510
C -1.64237 0.62290 5.23289
C -2.05087 1.83644 5.77483
C -2.73481 1.87636 6.98563
C -3.01065 0.70193 7.67127
C -2.59584 -0.51563 7.14480
C -1.92357 -0.55117 5.93101
C -0.54405 2.44560 2.78733
C 0.67112 3.06135 2.49690
C 0.71167 4.37129 2.03424
C -0.46403 5.08447 1.85049
C -1.68308 4.48049 2.12948
C -1.71942 3.17106 2.58812
H 4.81122 -0.43981 5.64361
H 3.72439 -2.20668 4.29634
H 1.49304 -1.82734 3.33521
H 1.39700 2.07670 5.10644
H 3.63197 1.69903 6.04812
H -1.83712 2.76745 5.25996
H -3.04612 2.82998 7.39625
H -3.54034 0.73431 8.61583
H -2.79785 -1.43659 7.67937
H -1.61767 -1.51517 5.52870
H 1.60235 2.52115 2.62834
H 1.66802 4.83449 1.82077
H -0.43079 6.10802 1.49736
H -2.60563 5.03330 1.99455
H -2.68193 2.71740 2.80012
```